Entry 1:
{
  "formula": "C12H21GeN2O7P2Y",
  "method": "ωB97M-V with the def2-TZVPD basis set",
  "symbols": ["Y", "C", "C", "O", "P", "O", "O", "O", "P", "O", "O", "O", "H", "H", "H", "H", "H", "H", "H", "N", "C", "C", "C", "C", "C", "N", "C", "H", "H", "H", "H", "C", "Ge", "C", "C", "C", "H", "H", "H", "H", "H", "H", "H", "H", "H", "H"],
  "coordinates": [[0.66, -0.35, 0.58], [-2.70, 2.47, 3.51], [-1.49, 1.61, 3.20], [-0.87, 1.20, 4.42], [-0.17, 2.56, 2.35], [-0.77, 3.62, 1.33], [0.40, 3.49, 3.50], [0.83, 1.69, 1.68], [-1.85, 0.13, 2.16], [-3.26, -0.41, 2.68], [-0.74, -0.84, 2.51], [-1.88, 0.58, 0.74], [-2.42, 3.35, 4.08], [-3.41, 1.89, 4.10], [-3.20, 2.78, 2.59], [-0.45, 0.34, 4.25], [-1.07, 4.43, 1.75], [0.47, 3.00, 4.33], [-3.17, -1.25, 3.14], [3.39, 1.09, -5.41], [2.51, 1.18, -4.66], [1.42, 1.33, -3.75], [0.31, 2.10, -4.08], [-0.72, 2.22, -3.16], [-0.61, 1.56, -1.95], [0.46, 0.81, -1.63], [1.45, 0.69, -2.51], [0.26, 2.59, -5.04], [-1.60, 2.80, -3.38], [-1.39, 1.62, -1.20], [2.28, 0.07, -2.20], [1.72, -3.12, -2.67], [1.48, -2.88, -0.72], [1.55, -4.69, 0.06], [-0.53, -2.47, -0.59], [2.43, -1.47, 0.16], [1.16, -3.98, -3.03], [2.78, -3.29, -2.90], [1.40, -2.24, -3.22], [0.89, -5.39, -0.47], [1.26, -4.65, 1.11], [2.57, -5.08, 0.01], [-0.94, -3.27, -1.21], [-0.96, -1.55, -1.03], [-0.97, -2.62, 0.40], [3.49, -1.70, 0.17]],
  "lowdin_charge": [1.214, -0.058, -0.587, -0.061, 0.497, -0.078, -0.084, -0.338, 0.290, -0.091, -0.377, -0.331, 0.088, 0.089, 0.093, 0.090, 0.102, 0.099, 0.096, 0.172, -0.171, -0.193, 0.002, -0.028, -0.099, -0.001, -0.065, 0.127, 0.113, 0.093, 0.105, -0.240, 0.597, -0.242, -0.273, -0.522, 0.009, 0.013, -0.007, 0.009, 0.010, 0.011, 0.031, -0.002, 0.011, -0.111],
  "gap_ev": 5.5,
  "total_charge": 0,
  "e_lumo_ev": -0.4,
  "e_above_lowest_kj_mol": 1.08,
  "homo_ev": -5.87
}

=====

Entry 2:
{
  "formula": "C12H21IO6",
  "method": "ωB97M-V with the def2-TZVPD basis set",
  "symbols": ["C", "C", "C", "O", "C", "C", "C", "O", "O", "C", "C", "I", "H", "H", "H", "H", "H", "H", "H", "H", "H", "H", "H", "H", "H", "C", "C", "O", "C", "O", "O", "C", "H", "H", "H", "H", "H", "H", "H", "H"],
  "coordinates": [[-0.45, -3.50, 3.05], [-0.47, -3.85, 1.41], [-1.06, -2.48, 0.69], [-0.14, -1.36, 0.96], [0.58, -0.91, -0.24], [2.20, -1.14, -0.20], [2.92, -2.25, -1.17], [3.41, -2.04, -2.40], [2.93, -3.49, -0.34], [3.39, -3.05, 1.01], [2.95, -1.46, 1.23], [4.76, -0.18, 1.12], [0.55, -2.90, 3.28], [-0.54, -4.50, 3.66], [-1.33, -2.73, 3.27], [0.64, -4.00, 1.01], [-1.13, -4.80, 1.20], [-1.37, -2.62, -0.43], [-2.07, -2.23, 1.28], [0.19, -1.35, -1.26], [0.41, 0.27, -0.31], [2.61, -0.07, -0.54], [2.80, -3.79, 1.74], [4.55, -3.29, 0.92], [2.40, -1.24, 2.24], [-4.15, 4.62, -1.41], [-3.29, 4.29, -0.21], [-2.29, 3.31, -0.54], [-1.24, 3.75, -1.27], [-1.08, 4.90, -1.66], [-0.42, 2.70, -1.52], [0.67, 3.02, -2.38], [-4.59, 3.71, -1.83], [-4.95, 5.31, -1.13], [-3.55, 5.09, -2.21], [-3.92, 3.85, 0.57], [-2.82, 5.18, 0.22], [1.25, 3.86, -2.00], [0.30, 3.22, -3.39], [1.33, 2.14, -2.43]],
  "lowdin_charge": [-0.132, -0.194, -0.217, -0.199, -0.134, -0.253, -0.213, 0.002, -0.123, -0.197, -0.565, 0.788, 0.070, 0.076, 0.084, 0.093, 0.114, 0.126, 0.130, 0.141, 0.141, 0.091, 0.136, 0.134, 0.104, -0.071, -0.216, 0.023, -0.550, 0.109, -0.023, -0.050, 0.082, 0.080, 0.074, 0.123, 0.126, 0.100, 0.101, 0.090],
  "gap_ev": 9.7,
  "total_charge": 0,
  "e_lumo_ev": 0.0,
  "smiles": "CCCOC[C@@H]1C(=O)OC[C@H]1I.CCOC(=O)OC",
  "homo_ev": -9.67
}

=====

Entry 3:
{
  "formula": "C12H21N3",
  "method": "ωB97M-V with the def2-TZVPD basis set",
  "symbols": ["C", "C", "C", "C", "N", "H", "H", "H", "H", "H", "H", "H", "C", "C", "C", "C", "N", "H", "H", "H", "H", "H", "H", "H", "C", "C", "C", "C", "N", "H", "H", "H", "H", "H", "H", "H"],
  "coordinates": [[-2.36, -0.85, -4.89], [-1.08, -0.70, -3.94], [-1.19, -0.04, -2.60], [-1.96, -0.85, -1.58], [-2.52, -1.52, -0.79], [-2.29, -1.79, -5.43], [-2.31, -0.08, -5.66], [-3.25, -0.58, -4.31], [-0.50, 0.01, -4.53], [-0.50, -1.61, -3.84], [-1.56, 0.99, -2.64], [-0.15, 0.03, -2.28], [1.99, 0.28, 3.90], [0.50, 0.69, 4.25], [-0.55, -0.26, 3.64], [-0.55, -0.66, 2.23], [-0.53, -0.99, 1.10], [2.15, 0.15, 2.83], [2.13, -0.67, 4.42], [2.73, 0.98, 4.29], [0.50, 1.72, 3.87], [0.43, 0.81, 5.33], [-1.50, 0.22, 3.86], [-0.48, -1.20, 4.19], [2.12, -0.50, -0.44], [1.18, 0.61, -0.88], [0.03, 0.97, 0.06], [0.49, 1.49, 1.37], [0.85, 1.83, 2.42], [3.09, -0.34, -0.91], [1.61, -1.43, -0.70], [2.21, -0.38, 0.64], [0.71, 0.37, -1.84], [1.84, 1.44, -1.15], [-0.61, 0.15, 0.39], [-0.66, 1.68, -0.39]],
  "lowdin_charge": [-0.070, -0.238, -0.212, -0.188, 0.139, 0.065, 0.056, 0.065, 0.099, 0.111, 0.131, 0.026, -0.099, -0.282, -0.144, -0.111, 0.149, 0.039, 0.067, 0.075, 0.030, 0.106, 0.125, 0.119, -0.075, -0.241, -0.191, -0.110, 0.107, 0.078, 0.077, 0.055, 0.035, 0.117, -0.037, 0.124],
  "gap_ev": 10.3,
  "total_charge": 0,
  "e_lumo_ev": 0.7,
  "e_above_lowest_kj_mol": 585.74,
  "homo_ev": -9.60
}

=====

Entry 4:
{
  "formula": "C12H21NO2S2",
  "method": "ωB97M-V with the def2-TZVPD basis set",
  "symbols": ["C", "C", "N", "C", "C", "C", "S", "S", "C", "C", "C", "C", "C", "O", "C", "O", "C", "H", "H", "H", "H", "H", "H", "H", "H", "H", "H", "H", "H", "H", "H", "H", "H", "H", "H", "H", "H", "H"],
  "coordinates": [[5.68, -0.61, -0.12], [4.37, -0.23, -0.87], [3.25, -0.26, 0.08], [2.99, 1.04, 0.71], [2.40, 2.12, -0.19], [2.10, -0.87, -0.41], [1.55, -0.71, -1.93], [1.31, -1.92, 0.81], [-0.40, -1.33, 1.03], [-1.22, -1.10, -0.24], [-2.75, -1.11, 0.09], [-3.45, 0.21, -0.31], [-4.71, -0.09, -1.13], [-5.75, -0.26, -0.15], [-5.46, 0.52, 0.92], [-6.25, 0.77, 1.71], [-3.99, 1.00, 0.88], [6.22, -1.39, -0.63], [6.32, 0.26, 0.02], [5.40, -0.97, 0.87], [4.50, 0.74, -1.35], [4.26, -0.95, -1.67], [2.38, 0.92, 1.60], [3.95, 1.40, 1.08], [2.97, 2.26, -1.11], [1.38, 1.90, -0.48], [2.42, 3.07, 0.33], [-0.89, -2.11, 1.60], [-0.46, -0.45, 1.66], [-1.03, -1.83, -1.01], [-0.95, -0.12, -0.63], [-2.85, -1.27, 1.16], [-3.20, -1.95, -0.43], [-2.83, 0.83, -0.96], [-4.98, 0.79, -1.72], [-4.68, -1.02, -1.70], [-3.58, 0.68, 1.83], [-4.04, 2.07, 0.68]],
  "lowdin_charge": [-0.068, -0.255, -0.245, -0.227, -0.091, -1.084, 0.739, 0.894, -0.491, -0.270, -0.135, -0.284, -0.112, 0.028, -0.535, 0.179, -0.013, 0.065, 0.063, 0.071, 0.102, 0.085, 0.112, 0.118, 0.065, 0.050, 0.077, 0.068, 0.079, 0.087, 0.069, 0.106, 0.112, 0.134, 0.130, 0.126, 0.122, 0.129],
  "gap_ev": 8.1,
  "total_charge": 0,
  "e_lumo_ev": -0.4,
  "smiles": "CCN(CC)C(=S)SCCC[C@H]1COC(=O)C1",
  "e_above_lowest_kj_mol": 13.35,
  "homo_ev": -8.42
}